# 1
Here is an isolated molecule of C2H5NO from the Open Molecules 2025 dataset. Energies are from ωB97M-V/def2-TZVPD.

Positions of all 9 atoms, in Å:
C -0.21562 0.49883 0.48835
C 0.80920 -0.14677 -0.36207
N -1.44932 -0.34774 0.55529
O -1.80511 -1.22598 1.44018
H 0.09664 0.52599 1.65574
H -0.49016 1.52891 0.29238
H 1.36829 -1.03385 -0.01763
H 0.51395 -0.04486 -1.44765
H -1.84660 -0.58353 -0.40948

Forces on atoms 1 to 3 (eV/Å):
C 0.82 -0.77 4.97
C -1.22 -0.09 -1.37
N -1.54 -1.43 -1.86

- Total charge: 0
- LUMO (spin up / spin down): 0.019 / -0.018 Ha
- Energy above the lowest of the compared OMol25 structures with the same formula, charge and spin: 517.3 kJ/mol

# 2
Here is a 2-piece molecular cluster, C17H32BBrFN4O6 overall from the Open Molecules 2025 dataset. Energies are from ωB97M-V/def2-TZVPD.

Positions of all 62 atoms, in Å:
C -3.43180 3.75391 -0.17111
C -2.72460 2.98640 0.95979
C -3.45752 1.67411 1.33512
C -4.44827 1.90971 2.46978
N -2.46583 0.60128 1.67698
C -2.20388 0.34375 3.08781
C -1.47680 1.51058 3.74934
O -0.65601 2.16785 3.21263
Br -1.99226 1.77962 5.57157
C -1.81785 -0.06370 0.75602
N -0.82560 -0.94118 1.08128
C -0.74058 -2.13363 0.22246
C 0.45980 -0.31532 1.51591
C 1.64307 -1.27349 1.48707
C 1.63530 -2.32138 2.58465
F 2.74040 -0.44108 1.69872
N -2.19994 0.23075 -0.58040
O -3.04699 -0.78181 -1.21220
C -3.99442 -1.13284 -0.39640
N -4.77940 -1.41307 0.39440
B -1.14027 0.74930 -1.56932
O -1.39165 1.92809 -2.17975
O 0.02515 0.09674 -1.73874
C 0.34559 -0.41622 -3.05825
H -2.77556 3.90812 -1.02559
H -4.33015 3.23298 -0.51261
H -3.75885 4.73551 0.16836
H -2.73522 3.62000 1.84975
H -1.67094 2.80460 0.74505
H -4.03778 1.37473 0.46956
H -4.84314 0.97041 2.86270
H -4.02618 2.47484 3.30145
H -5.30906 2.43372 2.05578
H -1.54381 -0.52062 3.18097
H -3.11836 0.09087 3.61401
H -1.71817 -2.39874 -0.16649
H -0.04965 -2.00663 -0.60863
H -0.40002 -2.97073 0.83041
H 0.37816 0.04810 2.54090
H 0.70471 0.55109 0.89781
H 1.79625 -1.69425 0.49411
H 2.11860 -1.88444 3.45929
H 0.61436 -2.58087 2.87274
H 2.16630 -3.22323 2.28848
H -2.29756 2.05404 -2.48435
H 0.12796 0.32672 -3.82505
H -0.21558 -1.33360 -3.24152
H 1.40963 -0.63281 -3.08635
O 3.45776 -1.46298 -5.01839
C 4.10723 -1.55464 -4.01465
O 3.79889 -0.72304 -2.98926
C 4.34969 -0.84915 -1.67248
C 5.70446 -0.19550 -1.51966
C 5.26369 -2.51313 -3.87948
H 4.36208 -1.89884 -1.36967
H 3.61236 -0.34658 -1.04504
H 6.45502 -0.67271 -2.14935
H 6.03561 -0.25726 -0.48325
H 5.64789 0.85391 -1.80766
H 6.13886 -2.05726 -4.34226
H 5.01523 -3.41637 -4.43030
H 5.50963 -2.78462 -2.85673

Forces on atoms 1 to 3 (eV/Å):
C -0.04 0.00 0.07
C -0.24 0.21 0.29
C -0.03 0.83 0.04

- Total charge: +1
- LUMO: -0.172 Ha

# 3
Here is an isolated molecule of C14H30O5Si from the Open Molecules 2025 dataset. Energies are from ωB97M-V/def2-TZVPD.

Positions of all 50 atoms, in Å:
C 1.95840 2.89095 -1.47444
C 0.69701 2.27934 -0.82109
O -0.28570 2.92865 -0.48879
O 0.90674 0.91119 -0.83790
Si -0.03407 -0.28465 -0.17198
O 0.52769 -1.72915 -0.94040
C 0.36793 -1.70960 -2.39259
C -0.66642 -0.72158 -2.94615
C 1.78814 -1.40081 -2.90932
C 0.05501 -3.09458 -2.95172
O 0.20886 -0.34461 1.42840
C 1.34872 0.14323 2.24364
C 1.35367 -0.55646 3.58524
C 1.20946 1.66276 2.43856
C 2.57216 -0.15550 1.47855
O -1.64408 0.07807 -0.39288
C -2.58361 0.19156 0.79337
C -2.50904 -1.04289 1.69619
C -2.22238 1.44490 1.53359
C -3.93246 0.25997 0.12503
H 2.50636 3.52454 -0.74632
H 1.78547 3.36116 -2.45693
H 2.62217 2.09581 -1.80153
H -0.42564 0.22854 -2.66976
H -0.76556 -0.86069 -4.03077
H -1.70681 -0.74991 -2.52214
H 1.89446 -1.51660 -4.01178
H 2.12465 -0.43091 -2.55834
H 2.47621 -2.14453 -2.50577
H -0.92785 -3.54939 -2.55254
H -0.08258 -2.98779 -4.04137
H 0.94691 -3.71619 -2.75828
H 0.96925 -1.50956 3.47402
H 1.03539 -0.01697 4.48312
H 2.43317 -0.85695 3.82699
H 0.61670 1.86635 3.32933
H 0.87659 2.06334 1.54703
H 2.26712 2.02154 2.50098
H 2.76200 -1.19283 1.28247
H 2.37714 0.19875 0.46225
H 3.47213 0.31928 1.88656
H -1.43832 -1.21917 1.97144
H -3.00383 -0.90939 2.61635
H -2.85012 -1.92703 1.16629
H -2.42323 2.36123 1.06533
H -1.17078 1.46756 1.71315
H -2.64082 1.52102 2.53648
H -4.08470 1.19443 -0.45303
H -3.96471 -0.58006 -0.60980
H -4.79680 0.19367 0.86125

Forces on atoms 1 to 3 (eV/Å):
C 0.24 -0.23 0.05
C -0.03 1.21 -1.48
O 1.96 -2.09 -0.26

- Total charge: 0
- LUMO: 0.025 Ha
- Energy above the lowest of the compared OMol25 structures with the same formula, charge and spin: 188.7 kJ/mol

# 4
Here is a 2-piece molecular cluster, C3H8NO3S overall from the Open Molecules 2025 dataset. Energies are from ωB97M-V/def2-TZVPD.

Positions of all 16 atoms, in Å:
O -1.03740 0.31399 -1.88157
C -0.70901 -0.53901 -1.04003
O -0.63759 -1.79584 -1.18507
C -0.39278 -0.01295 0.37678
C 0.76845 1.04391 0.34261
S 0.76903 2.23451 1.68822
N -1.61466 0.51352 0.99077
H -0.02511 -0.77805 1.00513
H 1.72084 0.51874 0.42565
H 0.75607 1.47168 -0.66216
H -0.51985 2.55956 1.75963
H -2.16535 -0.26703 1.29277
H -2.16860 0.96460 0.27342
H 2.22805 -1.68172 -1.58492
H 1.01821 -2.21561 -0.89572
O 2.00968 -2.33029 -0.90551

Forces on atoms 1 to 3 (eV/Å):
O -0.09 0.06 0.04
C 0.21 -0.53 -0.08
O 0.04 0.35 -0.03

- Total charge: -1
- LUMO: 0.119 Ha
- Energy above the lowest of the compared OMol25 structures with the same formula, charge and spin: 44.5 kJ/mol

# 5
Here is a 2-piece molecular cluster, C4H6O2 overall from the Open Molecules 2025 dataset. Energies are from ωB97M-V/def2-TZVPD.

Positions of all 12 atoms, in Å:
C 0.24868 -0.77004 -0.15323
C -1.13963 -1.24640 0.15735
C -0.85117 0.22528 0.09492
H 0.61992 -0.87116 -1.16907
H 1.00887 -0.87986 0.61618
H -1.71974 -1.69288 -0.64502
H -1.31817 -1.68715 1.13396
H -0.82499 0.78100 1.02811
H -1.22752 0.78834 -0.75515
O 1.86031 1.70310 -1.27416
C 1.75899 1.78306 -0.11554
O 1.67287 1.87343 1.04397

Forces on atoms 1 to 3 (eV/Å):
C 0.19 -0.06 -0.05
C -0.12 -0.16 0.03
C -0.09 0.18 0.02

- Total charge: 0
- LUMO: 0.027 Ha
- Energy above the lowest of the compared OMol25 structures with the same formula, charge and spin: 36.7 kJ/mol

no.,E (eV)
1,-5687.868
2,-109822.467
3,-33123.657
4,-21710.747
5,-8340.081